No. 1
The following is a quantum chemistry calculation of a single C3H5NO2 molecule, from OMol25.

Last columns: bonded neighbours and bond lengths (Å).
Cartesian coordinates (Å):
1 C -1.73351 0.13005 0.07902  C2 1.512, H7 1.090, H8 1.092, H9 1.096
2 C -0.39101 -0.52491 -0.15376  C1 1.512, O3 1.210, C4 1.537
3 O -0.27187 -1.66998 -0.52483  C2 1.210
4 C 0.82591 0.39784 0.01943  C2 1.537, O5 1.219, N6 1.359
5 O 0.59363 1.59416 -0.01341  C4 1.219
6 N 2.07418 -0.13636 0.07582  C4 1.359, H10 1.002, H11 1.013
7 H -2.46706 -0.67541 0.12073  C1 1.090
8 H -1.72470 0.70300 1.00832  C1 1.092
9 H -1.99849 0.84052 -0.71202  C1 1.096
10 H 2.21194 -1.12830 0.11862  N6 1.002
11 H 2.88098 0.46941 -0.01795  N6 1.013

Its multiplicity is 1.


No. 2
The following is a quantum chemistry calculation of 2 unconnected molecules or ions with the total composition C3H5NO2, from OMol25.

Last columns: bonded neighbours and bond lengths (Å).
Cartesian coordinates (Å):
1 C -0.51725 -1.04747 -1.27024  O4 1.426, H7 1.090, H8 1.091, H9 1.097
2 N -1.88081 2.22762 2.11764  C3 1.154
3 C -0.79248 1.90804 1.90750  N2 1.154, H10 1.080
4 O -0.00207 -0.15611 -0.28313  C1 1.426, C5 1.328
5 C 1.28273 -0.22400 0.04663  O4 1.328, O6 1.204, H11 1.104
6 O 1.75178 0.45227 0.92494  C5 1.204
7 H -1.07499 -0.44836 -1.99010  C1 1.090
8 H -1.18556 -1.74938 -0.77009  C1 1.091
9 H 0.28341 -1.59317 -1.78451  C1 1.097
10 H 0.20750 1.57053 1.67919  C3 1.080
11 H 1.87100 -0.93718 -0.55703  C5 1.104

Its multiplicity is 1.


No. 3
The following is a quantum chemistry calculation of a single C3H5NO2 molecule, from OMol25.

Last columns: bonded neighbours and bond lengths (Å).
Cartesian coordinates (Å):
1 O 1.83404 -0.12050 0.43862  C2 1.342
2 C 0.81444 -0.83795 -0.05926  O1 1.342, C3 1.507, H8 1.110, H9 1.135
3 C -0.44055 -0.04761 0.20681  C2 1.507, O4 1.740, C5 1.451, H10 1.087
4 O 0.14217 1.55438 -0.14084  C3 1.740, H7 1.143, H11 0.982
5 C -1.61853 -0.38028 -0.57243  C3 1.451, N6 1.158
6 N -2.54291 -0.64623 -1.21678  C5 1.158
7 H 1.16868 1.13046 0.12828  O4 1.143
8 H 0.90503 -1.19749 -1.10565  C2 1.110
9 H 0.40175 -1.73547 0.49955  C2 1.135
10 H -0.60883 0.05252 1.27633  C3 1.087
11 H -0.05529 2.22817 0.54537  O4 0.982

Its multiplicity is 1.


No. 4
The following is a quantum chemistry calculation of a single C3H5NO2 molecule, from OMol25.

Last columns: bonded neighbours and bond lengths (Å).
Cartesian coordinates (Å):
1 N -1.45798 0.80665 0.29648  C2 1.326, H7 1.010, H8 1.010
2 C -0.63272 -0.20108 0.54285  N1 1.326, O3 1.264, C4 1.474
3 O -0.70909 -0.95679 1.55370  C2 1.264, O6 1.498
4 C 0.47772 -0.55220 -0.36141  C2 1.474, C5 1.340, H9 1.078
5 C 1.33993 0.34167 -0.86340  C4 1.340, H10 1.084, H11 1.079
6 O 0.57867 -1.68927 1.33011  O3 1.498
7 H -1.28247 1.32836 -0.55066  N1 1.010
8 H -2.21133 1.06927 0.91530  N1 1.010
9 H 0.34803 -1.50356 -0.85174  C4 1.078
10 H 2.03330 0.07879 -1.65355  C5 1.084
11 H 1.51594 1.27815 -0.35769  C5 1.079

Its multiplicity is 1.


No. 5
The following is a quantum chemistry calculation of 2 unconnected molecules or ions with the total composition C3H5NO2, from OMol25.

Last columns: bonded neighbours and bond lengths (Å).
Cartesian coordinates (Å):
1 C -1.52317 0.23042 -0.30947  C2 1.344, H7 1.082, H9 1.080
2 C -1.06964 -1.02444 -0.47213  C1 1.344, O3 1.167
3 O -0.92983 -2.06451 -0.98301  C2 1.167
4 O 0.42378 -1.07510 0.90650  C5 1.234
5 C 1.30519 -0.23374 0.70869  O4 1.234, N6 1.335, H10 1.095
6 N 1.16425 0.85509 -0.05096  C5 1.335, H8 1.040, H11 1.007
7 H -1.49482 0.71849 0.65544  C1 1.082
8 H 0.21731 0.97533 -0.46283  N6 1.040
9 H -2.29577 0.49326 -1.01723  C1 1.080
10 H 2.27867 -0.38139 1.18887  C5 1.095
11 H 1.92401 1.50660 -0.16388  N6 1.007

Its multiplicity is 1.


No. 6
The following is a quantum chemistry calculation of 2 unconnected molecules or ions with the total composition C3H5NO2, from OMol25.

Last columns: bonded neighbours and bond lengths (Å).
Cartesian coordinates (Å):
1 O 2.95298 -0.45605 -0.07019  C2 1.166
2 C 2.12117 0.16427 -0.60289  O1 1.166, O6 1.170
3 N 0.42134 -0.56217 0.96701  C4 1.267, H7 1.017
4 C -0.79067 -0.48939 0.60381  N3 1.267, C5 1.493, H9 1.095
5 C -1.24935 0.62895 -0.27179  C4 1.493, H8 1.089, H10 1.093, H11 1.089
6 O 1.40756 0.82086 -1.25763  C2 1.170
7 H 0.64656 -1.43790 1.43316  N3 1.017
8 H -0.99051 0.26595 -1.26584  C5 1.089
9 H -1.51291 -1.28768 0.80450  C4 1.095
10 H -0.68296 1.54591 -0.08938  C5 1.093
11 H -2.32322 0.80724 -0.25076  C5 1.089

Its multiplicity is 1.


No. 7
The following is a quantum chemistry calculation of a single C3H5NO2 molecule, from OMol25.

Last columns: bonded neighbours and bond lengths (Å).
Cartesian coordinates (Å):
1 C -0.29406 0.20812 0.67885  C2 1.558, C3 1.430, H5 1.122, O10 1.294
2 C -0.24554 -0.93693 -0.37669  C1 1.558, H6 1.287, H7 1.114, N9 1.556
3 C 0.68128 0.88695 -0.11613  C1 1.430, N9 1.421, O11 1.167
4 H -2.11706 0.73747 1.18855  O10 1.063
5 H -0.06694 -0.37296 1.61152  C1 1.122
6 H 0.11532 -2.13410 -0.07383  C2 1.287
7 H -1.05351 -0.81421 -1.13376  C2 1.114
8 H 1.97483 -0.30722 -1.48203  N9 1.124
9 N 1.12961 -0.30799 -0.74140  C2 1.556, C3 1.421, H8 1.124
10 O -1.24965 1.08086 0.67859  C1 1.294, H4 1.063
11 O 1.12572 1.96002 -0.23369  C3 1.167

Its multiplicity is 1.


No. 8
The following is a quantum chemistry calculation of 2 unconnected molecules or ions with the total composition C3H5NO2, from OMol25.

Last columns: bonded neighbours and bond lengths (Å).
Cartesian coordinates (Å):
1 O -1.68835 -0.66201 0.60385  C2 1.191
2 C -0.75939 0.04328 0.36268  O1 1.191, C3 1.530, C5 1.529
3 C -0.54572 1.51006 -0.01530  C2 1.530, O4 1.448, H9 1.093, H10 1.092
4 O 0.88292 1.28135 0.04373  C3 1.448, C5 1.382
5 C 0.76582 -0.06171 0.34867  C2 1.529, O4 1.382, N6 1.250
6 N 1.62408 -0.95123 0.53511  C5 1.250, H11 1.021
7 H -0.77919 -2.35244 -0.73168  H8 0.742
8 H -0.31903 -2.24859 -1.30470  H7 0.742
9 H -0.86786 1.79639 -1.01999  C3 1.093
10 H -0.88568 2.22812 0.73435  C3 1.092
11 H 2.57240 -0.58322 0.44329  N6 1.021

Its multiplicity is 1.


No. 9
The following is a quantum chemistry calculation of a single C3H5NO2 molecule, from OMol25.

Last columns: bonded neighbours and bond lengths (Å).
Cartesian coordinates (Å):
1 N 1.55863 0.50505 0.94739  C2 1.262, H7 1.012
2 C 1.17528 0.31626 -0.23966  N1 1.262, O3 1.538, H8 1.084
3 O 0.35946 -0.90393 -0.69934  C2 1.538, C4 1.395
4 C -0.81825 -0.97414 0.04567  O3 1.395, C5 1.515, H9 1.104, H10 1.104
5 C -1.30617 0.45164 -0.11010  C4 1.515, O6 1.212, H11 1.080
6 O -0.50368 1.33243 -0.33124  C5 1.212
7 H 2.53263 0.77768 0.97338  N1 1.012
8 H 1.57797 0.69966 -1.17006  C2 1.084
9 H -0.62621 -1.26803 1.09250  C4 1.104
10 H -1.59960 -1.65673 -0.33058  C4 1.104
11 H -2.35006 0.72013 -0.17796  C5 1.080

Its multiplicity is 1.


No. 10
The following is a quantum chemistry calculation of a single C3H5NO2 molecule, from OMol25.

Last columns: bonded neighbours and bond lengths (Å).
Cartesian coordinates (Å):
1 O -0.38554 -1.99142 -0.11256  C2 1.226
2 C -1.04516 -1.12055 0.44377  O1 1.226, C3 1.472, H7 1.088
3 C -0.70593 0.28973 0.19260  C2 1.472, N4 1.450, H8 1.097, H9 1.124
4 N 0.22759 0.23005 -0.91597  C3 1.450, C5 1.394, H10 1.187
5 C 1.36123 0.90739 -0.46817  N4 1.394, O6 1.223, H11 1.092
6 O 1.49501 1.34457 0.66606  C5 1.223
7 H -1.82689 -1.40573 1.14476  C2 1.088
8 H -1.54506 0.99554 0.15720  C3 1.097
9 H -0.04358 0.63742 1.03201  C3 1.124
10 H 0.30922 -0.95340 -0.94308  N4 1.187
11 H 2.15911 1.06641 -1.19662  C5 1.092

Its multiplicity is 1.


E for every record listed, in sequence, given in eV: -8777.4318, -8776.0221, -8773.5127, -8772.0883, -8775.8868, -8777.2945, -8773.9134, -8774.6215, -8774.2325, -8775.5172.
HOMO for every record listed, in sequence, given in eV: -9.7425, -11.4538, -9.3382, -8.3127, -8.7802, -10.3274, -9.5935, -10.5864, -9.2961, -10.0269.
ΔE to the lowest compared entry with this formula, charge and spin for every record listed, in sequence, given in eV: 0.263, 1.673, 4.182, 5.606, 1.808, 0.400, 3.781, 3.073, 3.462, 2.177.